--- P ---
DFT (wB97M-V/def2-TZVPD) results for a 2-piece molecular cluster, C3H11NO overall.

Cartesian coordinates (Å):
C -0.93226 -1.59435 -0.54220
C 0.48825 -1.07990 -0.24712
N 0.37999 0.19715 0.48920
C -0.29432 0.13063 1.78427
H -1.04025 -2.66338 -0.62023
H -1.67101 -1.09735 0.09222
H -1.30655 -1.20518 -1.50541
H 1.03693 -1.88518 0.26545
H 1.04526 -0.81786 -1.15000
H 1.32886 0.47761 0.70177
H -0.49895 -0.84592 2.21727
H -1.22366 0.71421 1.75689
H 0.32955 0.69133 2.48582
O 0.50367 2.13299 -1.42297
H 0.18978 1.50290 -0.70767
H -0.32286 2.31075 -1.91366

The calculation puts the HOMO-LUMO gap at 10.475 eV. The spin multiplicity is 1. The structure (SMILES) is CCNC.O. For the HOMO energy, the calculation gives -9.54 eV.



--- Q ---
DFT (wB97M-V/def2-TZVPD) results for a 2-piece molecular cluster, C3H11NO overall.

Cartesian coordinates (Å):
C -2.82566 0.48901 -2.69247
C -1.81223 0.55202 -1.57226
O -0.55229 0.14138 -2.11052
H -2.89791 -0.53911 -3.08535
H -2.52794 1.16009 -3.51564
H -3.82040 0.79757 -2.32929
H -1.74557 1.58155 -1.17091
H -2.11478 -0.11413 -0.74151
H 0.11247 0.17874 -1.39142
C 2.19721 -0.86745 2.98967
N 2.95201 -0.17969 1.93620
H 1.35698 -0.22009 3.29224
H 2.79044 -1.11574 3.88579
H 1.78801 -1.80127 2.56879
H 3.35253 0.69226 2.29948
H 3.74709 -0.75514 1.63724

The calculation puts the HOMO-LUMO gap at 10.342 eV. The spin multiplicity is 1. The structure (SMILES) is CCO.CN. For the HOMO energy, the calculation gives -9.48 eV.



Which of them is most stable, and which least? Most stable: P; least stable: Q.



--- P ---
DFT (wB97M-V/def2-TZVPD) results for one molecule with the formula CH4O2S2.

Cartesian coordinates (Å):
C -1.19238 -0.21925 -0.41428
O 0.21898 -0.60320 -0.61650
S 1.22775 0.21850 0.27623
O 0.96596 1.62183 0.15869
S 2.99379 -0.40210 0.13042
H -1.69821 0.15314 -1.21239
H -1.34594 0.50628 0.31705
H -1.84936 -1.07285 -0.15467
H 0.67940 -0.20235 1.51546

The calculation puts the HOMO-LUMO gap at 10.258 eV. The spin multiplicity is 1. The structure (SMILES) is CO[S@H](=O)=S. For the HOMO energy, the calculation gives -9.82 eV.



--- Q ---
DFT (wB97M-V/def2-TZVPD) results for one molecule with the formula CH4O2S2.

Cartesian coordinates (Å):
C 1.37533 0.04372 -0.47655
O -0.16070 -0.06438 -0.69530
S -1.24244 -0.14446 0.46784
O -0.71237 -0.75751 1.63842
S -2.80359 -0.57097 -0.44535
H 1.76126 -0.98111 -0.54818
H 1.56823 0.55197 0.47681
H 1.67670 0.65385 -1.21410
H -1.46242 1.26889 0.79642

The calculation puts the HOMO-LUMO gap at 10.176 eV. The spin multiplicity is 1. The structure (SMILES) is CO[S@H](=O)=S. For the HOMO energy, the calculation gives -9.71 eV.



--- R ---
DFT (wB97M-V/def2-TZVPD) results for a 2-piece molecular cluster, CH4O2S2 overall.

Cartesian coordinates (Å):
C -0.14606 -1.22472 -0.65495
O -0.62007 -1.91683 -1.64123
O 0.94364 -0.82216 -0.45552
S 0.70208 2.21417 0.68893
S -1.16451 1.81033 1.15552
H -0.81329 -1.13069 0.20147
H -1.43183 -2.40391 -1.63084
H 1.23983 0.80451 0.59977
H 1.29021 2.66930 1.73685

The calculation puts the HOMO-LUMO gap at 8.501 eV. The spin multiplicity is 1. For the HOMO energy, the calculation gives -8.10 eV.



Which of them is most stable, and which least? Most stable: R; least stable: Q.



--- P ---
DFT (wB97M-V/def2-TZVPD) results for one molecule with the formula C22H20N2O4.

Cartesian coordinates (Å):
N 3.01128 3.11405 2.34466
C 2.58862 3.37349 3.58965
O 3.30666 3.77711 4.47822
C 1.08707 3.15132 3.81687
N 0.55002 2.01563 3.11674
C -0.47596 2.09038 2.23000
O -1.07581 3.08907 1.90104
C -0.81152 0.66331 1.75376
O -2.14984 0.35245 2.05456
C -0.55997 0.54051 0.22806
C 0.92911 0.62083 -0.02569
O 1.57084 1.58215 0.36335
C 1.58854 -0.53200 -0.63860
C 1.14527 -1.29475 -1.65587
C -0.02061 -1.06915 -2.45573
C -0.41791 -1.94000 -3.40361
C -1.56317 -1.81105 -4.27757
C -2.45103 -0.73133 -4.22266
C -3.52663 -0.65888 -5.08448
C -3.74485 -1.65828 -6.02019
C -2.87658 -2.73609 -6.08759
C -1.80026 -2.81189 -5.22666
C 0.16392 -0.16631 2.54529
C 0.37908 -1.52453 2.57065
C 1.39458 -2.01444 3.38444
C 2.17205 -1.15552 4.14306
C 1.96428 0.21754 4.12118
C 0.95104 0.69633 3.31456
H 2.41285 2.73280 1.62634
H 3.98685 3.24310 2.13398
H 0.54705 4.03281 3.45550
H 0.91956 3.05244 4.89467
H -2.68729 1.12927 1.84806
H -0.98374 -0.40573 -0.10362
H -1.06816 1.37829 -0.25854
H 2.56753 -0.73379 -0.22323
H 1.75280 -2.14260 -1.95066
H -0.56029 -0.14860 -2.29920
H 0.16311 -2.84490 -3.54171
H -2.30025 0.05636 -3.50110
H -4.20202 0.18209 -5.02828
H -4.58759 -1.59704 -6.69219
H -3.04139 -3.51835 -6.81374
H -1.12604 -3.65477 -5.28390
H -0.23202 -2.18980 1.98100
H 1.57843 -3.07719 3.42361
H 2.95723 -1.55737 4.76552
H 2.57519 0.88302 4.71003

The calculation puts the HOMO-LUMO gap at 7.787 eV. The spin multiplicity is 1. The structure (SMILES) is NC(=O)CN1C(=O)[C@@](O)(CC(=O)/C=C\C=C\c2ccccc2)c2ccccc21. For the HOMO energy, the calculation gives -8.58 eV.



--- Q ---
DFT (wB97M-V/def2-TZVPD) results for one molecule with the formula C22H20N2O4.

Cartesian coordinates (Å):
C -0.89076 0.73737 -5.76565
C -0.82652 0.89700 -4.24539
O -1.72659 -0.03360 -3.68971
C -1.83775 -0.12419 -2.33777
C -1.15531 0.67482 -1.42293
C -1.32607 0.47135 -0.07054
C -2.18032 -0.52107 0.40932
C -2.30639 -0.76090 1.82852
N -1.51419 -0.20059 2.65160
N -1.61490 -0.43619 3.96529
C -0.64634 -0.03204 4.84306
O -0.74871 -0.26322 6.02602
C 0.50690 0.69851 4.18665
C 1.16159 -0.16830 3.13946
C 1.33692 -1.50272 3.41569
C 1.88041 -2.38362 2.47361
C 2.24934 -1.92409 1.24229
C 2.12316 -0.55719 0.92477
C 2.53042 -0.06816 -0.33470
C 2.43931 1.25879 -0.64317
C 1.93986 2.15647 0.31170
C 1.52997 1.71367 1.53872
C 1.59128 0.34563 1.88681
C -2.88800 -1.29451 -0.51416
C -2.71659 -1.10218 -1.86585
C 0.61977 0.67502 -3.80524
O 1.46053 1.53359 -3.83335
O 0.85993 -0.57641 -3.43120
H -1.90247 0.93738 -6.10662
H -0.62557 -0.28153 -6.03552
H -0.20324 1.43238 -6.23881
H -1.10504 1.92602 -3.97039
H -0.48114 1.45156 -1.75038
H -0.79129 1.07955 0.63940
H -3.08746 -1.45788 2.15708
H -2.37428 -1.01498 4.33448
H 0.10217 1.60589 3.74085
H 1.22223 0.97060 4.96613
H 1.03833 -1.88834 4.38062
H 1.99267 -3.42743 2.72783
H 2.65206 -2.59736 0.49896
H 2.93979 -0.77647 -1.04355
H 2.74923 1.63085 -1.60873
H 1.88436 3.20758 0.06857
H 1.16598 2.43313 2.25630
H -3.56382 -2.06181 -0.16502
H -3.24638 -1.70347 -2.58749
H 1.78294 -0.67895 -3.14755

The calculation puts the HOMO-LUMO gap at 8.498 eV. The spin multiplicity is 1. The structure (SMILES) is C[C@@H](Oc1ccc(/C=N/NC(=O)Cc2cccc3ccccc23)cc1)C(=O)O. For the HOMO energy, the calculation gives -8.11 eV.



Which of them is most stable, and which least? Most stable: P; least stable: Q.



--- P ---
DFT (wB97M-V/def2-TZVPD) results for one molecule with the formula C6H6S2.

Cartesian coordinates (Å):
C -0.41707 -3.41138 0.15659
C 0.04919 -2.25951 0.11460
C 0.39295 -1.04068 0.18356
S 1.61519 -0.25640 1.40666
C 1.04708 1.52034 1.08594
C 0.12490 1.86243 0.28007
C -0.88177 2.39929 -0.30622
S -0.79467 2.62357 -2.01707
H -1.19837 -3.66536 0.81865
H -0.13717 -4.25986 -0.42538
H -0.04692 -0.23678 -0.42008
H 1.75399 2.12612 1.55841
H -1.86394 2.51242 -0.05157
H 0.35663 2.08580 -2.38416

The calculation puts the HOMO-LUMO gap at 8.959 eV. The spin multiplicity is 1. The structure (SMILES) is C=C=CSC=C=CS. For the HOMO energy, the calculation gives -8.41 eV.



--- Q ---
DFT (wB97M-V/def2-TZVPD) results for one molecule with the formula C6H6S2.

Cartesian coordinates (Å):
C 2.52401 -0.43730 0.49743
C 1.25447 -0.50617 0.35448
C -0.10980 -0.18866 0.13553
C -0.73259 0.01410 1.51256
S -2.30506 -0.34498 2.13045
C -0.78305 -0.93020 -1.10190
S -0.65292 0.45522 -2.23270
C -0.27728 1.17040 -0.67661
H 3.62905 -0.15232 0.48997
H 0.19037 0.07147 2.16360
H -1.91362 -0.94667 -0.75996
H -0.21232 -1.71732 -1.35274
H 0.49202 1.85434 -0.83647
H -1.10328 1.65809 -0.32363

The calculation puts the HOMO-LUMO gap at 7.699 eV. The spin multiplicity is 1. The structure (SMILES) is C#CC1(C=S)CSC1. For the HOMO energy, the calculation gives -8.78 eV.



Which of them is most stable, and which least? Most stable: P; least stable: Q.